Run P
An isolated ion of composition C3H9N2 and charge +1. Source: the OMol25 dataset; level of theory: ωB97M-V with the def2-TZVPD basis set.

As for the SMILES: CN1C[C@H]1[NH3+]. The HOMO energy is -14.31 eV. The value obtained for the frontier orbital gap is 10.74 eV. As for the net charge: +1. The value obtained for the LUMO energy is -3.576 eV.

Cartesian coordinates (Å):
C1 -0.032 1.215 0.343
C2 0.589 0.082 -0.428
C3 -2.024 -0.504 -0.067
N1 -0.467 -0.124 0.626
N2 1.900 -0.575 -0.004
H1 0.445 1.663 1.301
H2 -0.749 2.027 -0.098
H3 0.585 0.129 -1.538
H4 -2.563 0.261 0.425
H5 -1.811 -0.545 -1.179
H6 -2.381 -1.376 0.342
H7 2.233 -0.244 0.884
H8 2.609 -0.408 -0.600
H9 1.666 -1.600 -0.009

Here are the Mulliken charges for atoms 1 to 2, given in e: -0.2821 -0.2875

---

Run Q
An isolated ion of composition C3H9N2 and charge +1. Source: the OMol25 dataset; level of theory: ωB97M-V with the def2-TZVPD basis set.

As for the SMILES: C=[N+](C)CN. The HOMO energy is -14.95 eV. The value obtained for the frontier orbital gap is 9.81 eV. As for the net charge: +1. The value obtained for the LUMO energy is -5.141 eV.

Cartesian coordinates (Å):
C1 1.052 -0.358 -0.096
N1 1.402 0.887 0.391
H1 1.341 -0.544 -1.110
H2 1.273 -1.212 0.584
H3 2.145 0.694 1.215
H4 1.855 1.475 -0.282
C2 -1.169 0.705 -0.812
C3 -1.040 -1.177 0.827
N2 -0.400 -0.498 -0.111
H5 -0.468 1.495 -0.805
H6 -1.174 0.544 -1.934
H7 -2.159 0.801 -0.362
H8 -0.616 -1.938 1.539
H9 -2.043 -0.874 0.956

Here are the Mulliken charges for atoms 1 to 2, given in e: -0.3870 -0.5639

---

Run R
A 2-piece molecular cluster, C3H9N2 overall. Source: the OMol25 dataset; level of theory: ωB97M-V with the def2-TZVPD basis set.

The HOMO energy is -14.95 eV. The value obtained for the frontier orbital gap is 11.40 eV. As for the net charge: +1. The value obtained for the LUMO energy is -3.553 eV.

Cartesian coordinates (Å):
N1 0.365 -0.301 -1.298
C1 0.999 -0.512 -2.258
C2 1.790 -0.774 -3.455
H1 2.397 0.109 -3.714
H2 1.130 -1.010 -4.306
H3 2.467 -1.629 -3.287
C3 -0.674 0.666 2.844
N2 -1.621 0.361 1.725
H4 -1.233 0.872 3.773
H5 -0.062 1.549 2.598
H6 -0.002 -0.191 3.021
H7 -2.201 -0.472 1.953
H8 -2.257 1.166 1.555
H9 -1.099 0.166 0.847

Here are the Mulliken charges for atoms 1 to 2, given in e: -0.4685 0.3812

---

Which structure is the most stable? The one labeled run R.

---

Run P
An isolated ion of composition C3H9N2 and charge +1. Source: the OMol25 dataset; level of theory: ωB97M-V with the def2-TZVPD basis set.

As for the SMILES: C1C[NH2+]CN1. The HOMO energy is -15.24 eV. The value obtained for the frontier orbital gap is 11.56 eV. As for the net charge: +1. The value obtained for the LUMO energy is -3.682 eV.

Cartesian coordinates (Å):
C1 -0.441 -1.283 -0.095
C2 -1.133 0.037 -0.072
C3 1.144 0.416 -0.323
N1 1.241 -0.832 0.212
N2 -0.047 1.096 0.224
H1 -0.756 -1.834 0.867
H2 -0.466 -1.846 -1.004
H3 -1.438 0.148 -1.033
H4 -1.978 0.222 0.660
H5 1.962 1.121 -0.336
H6 0.912 0.394 -1.401
H7 1.398 -0.771 1.173
H8 -0.530 1.965 -0.081
H9 0.133 1.168 1.208

Here are the Mulliken charges for atoms 1 to 2, given in e: -0.3680 -0.5503

---

Run Q
An isolated ion of composition C3H9N2 and charge +1. Source: the OMol25 dataset; level of theory: ωB97M-V with the def2-TZVPD basis set.

As for the SMILES: CCNC=[NH2+]. The HOMO energy is -14.92 eV. The value obtained for the frontier orbital gap is 11.06 eV. As for the net charge: +1. The value obtained for the LUMO energy is -3.859 eV.

Cartesian coordinates (Å):
C1 0.255 -1.822 -0.002
C2 -0.005 -0.802 0.976
N1 0.025 0.703 0.612
C3 -0.234 0.988 -0.667
N2 -0.150 2.265 -1.066
H1 1.147 -1.823 -0.499
H2 0.315 -2.792 0.713
H3 -0.670 -1.981 -0.702
H4 -0.870 -0.901 1.721
H5 0.866 -0.990 1.783
H6 0.161 1.425 1.314
H7 -0.386 0.209 -1.500
H8 0.147 3.077 -0.690
H9 -0.602 2.443 -1.993

Here are the Mulliken charges for atoms 1 to 2, given in e: -1.1818 -0.2890

---

Run R
An isolated ion of composition C3H9N2 and charge +1. Source: the OMol25 dataset; level of theory: ωB97M-V with the def2-TZVPD basis set.

As for the SMILES: C/C([NH3+])=C\N. The HOMO energy is -12.67 eV. The value obtained for the frontier orbital gap is 9.05 eV. As for the net charge: +1. The value obtained for the LUMO energy is -3.621 eV.

Cartesian coordinates (Å):
C1 -0.303 -0.902 -1.001
C2 -0.291 0.055 0.130
C3 0.917 0.514 0.554
N1 2.093 0.394 -0.114
N2 -1.614 0.391 0.768
H1 0.452 -1.615 -0.749
H2 -1.205 -1.520 -0.894
H3 -0.184 -0.385 -1.977
H4 1.093 0.782 1.608
H5 1.893 0.055 -1.079
H6 3.030 0.882 0.054
H7 -2.271 0.383 0.010
H8 -1.894 -0.343 1.423
H9 -1.716 1.307 1.267

Here are the Mulliken charges for atoms 1 to 2, given in e: -1.5466 0.2793

---

Which structure is the most stable? The one labeled run Q.